DFT (ωB97M-V/def2-TZVPD) results for a structure of composition C36H44GaN2Si at a distorted geometry.

Each line ends with the Mulliken charge.
Positions of all 84 atoms, in Å:
Ga -0.24167 1.21845 -0.80689  0.20
Si 0.37401 1.47236 -3.07778  0.20
N -1.33536 -0.13973 0.28458  0.17
N 1.14699 0.72006 0.69855  0.06
C -2.62498 -4.17947 2.99114  -1.54
C -2.69582 -1.88111 2.01598  0.43
C -3.33453 -1.32040 0.89555  -0.67
C 1.37317 -0.52327 2.76287  -0.15
C -0.69392 -0.66622 1.37863  -0.05
C -1.57231 2.93853 -0.01958  -0.02
C 0.25519 3.88772 1.04073  -0.55
C -4.83905 -3.07908 2.68470  -2.15
C -3.27095 -2.25999 4.44092  -1.42
C 3.11478 0.95574 2.08331  -0.74
C -0.76671 1.98551 -5.66446  -0.31
C 0.15740 4.45656 -0.26306  -0.66
C -3.11436 2.41941 -6.05996  -0.42
C 2.29352 -0.81432 -5.93865  -0.83
C -0.83341 3.01321 1.23773  -0.81
C 2.37610 1.24730 0.92692  -0.44
C -2.63555 -0.45278 0.05838  -0.48
C 3.30084 -0.28450 4.37847  1.82
C 0.53208 -3.51228 -2.26730  -0.74
C -1.35650 -1.54817 2.23742  -0.24
C 0.64409 -0.16932 1.61389  -0.27
C 4.45578 0.67429 4.69298  -2.02
C -3.38946 2.19356 -4.70741  -0.73
C 3.28691 0.03617 -6.42595  -0.40
C 3.53796 1.24795 -5.77438  -0.61
C 2.59437 0.07873 3.05193  0.40
C 2.30094 -0.22893 5.54524  -1.58
C -3.36633 -2.83366 3.01671  1.76
C 1.51797 -0.44416 -4.83445  -0.19
C 3.85134 -1.71602 4.27214  -1.54
C -1.02614 1.77197 -4.29728  0.60
C -2.34642 1.89369 -3.82407  -0.19
C 2.78204 1.60986 -4.65360  -0.18
C 1.70983 0.80442 -4.21837  -0.02
C -0.96745 3.92025 -0.90460  -0.80
C -1.80442 2.31667 -6.54610  -0.71
H 0.83448 2.86580 -2.90245  -0.16
H 4.55517 -1.79291 3.43450  0.37
H -3.72180 -2.97093 5.14503  0.45
H 0.76829 -4.56813 -2.46132  0.34
H 3.04026 -2.43194 4.09700  0.34
H -0.51926 -3.37829 -2.16037  0.22
H 5.24235 0.61825 3.93115  0.39
H -0.81000 -1.95286 3.09497  0.38
H 0.71789 -1.09933 -4.48653  0.45
H 2.77372 1.92444 0.16833  0.56
H -1.16643 2.57392 2.17975  0.47
H -2.23152 -2.08763 4.74310  0.27
H 4.31279 1.91486 -6.15032  0.40
H -2.55878 1.77035 -2.75857  0.16
H -4.95501 -3.49566 1.67722  0.42
H -3.81109 -1.30738 4.50966  0.37
H 4.37469 -1.99449 5.19666  0.44
H 0.90319 -2.89993 -3.09981  0.08
H 4.08586 1.43468 2.21382  0.37
H -3.10124 0.01684 -0.81284  0.53
H -4.41463 2.25525 -4.32778  0.40
H -4.38553 -1.52689 0.67412  0.51
H 2.98823 2.55503 -4.14788  0.35
H -5.24258 -3.80215 3.40330  0.44
H 1.83102 0.75915 5.60307  0.37
H -2.66664 -4.62109 1.98748  0.37
H 0.83484 5.21049 -0.66260  0.47
H -5.42147 -2.15365 2.76740  0.41
H 1.50809 -0.97494 5.44006  0.37
H 4.09656 1.70949 4.76022  0.43
H 1.03111 -3.20281 -1.34520  0.15
H -3.09519 -4.87485 3.69724  0.46
H 3.85418 -0.24063 -7.31616  0.39
H 0.25900 1.90788 -6.03920  0.27
H 2.82066 -0.42194 6.49170  0.45
H 0.94419 -1.25331 3.44571  0.39
H 0.99415 4.15704 1.79774  0.52
H -3.92107 2.69484 -6.74687  0.35
H -1.57227 -4.06306 3.27263  0.31
H -2.59921 2.58789 -0.11395  0.80
H 4.90087 0.40248 5.66019  0.43
H 2.09419 -1.77018 -6.42477  0.41
H -1.57586 2.49172 -7.59971  0.40
H -1.38620 4.22553 -1.86060  0.52

**E_HOMO**: -10.1 eV
**Frontier orbital gap**: 6.197 eV
**ΔE to the lowest compared entry with this formula, charge and spin**: 0.000 eV
**Total charge**: +1
**Calculated total energy**: -101275.1696 eV

***

DFT (ωB97M-V/def2-TZVPD) results for a structure of composition C36H45BrCsN4OP2S4Sb at a distorted geometry.

Each line ends with the Mulliken charge.
Positions of all 95 atoms, in Å:
Cs -0.94576 1.05520 -2.01004  1.66
Sb -0.59998 0.60854 -6.43480  0.71
Br 2.92741 -2.28358 6.22972  -0.24
S -2.02926 1.92005 -7.56785  -0.70
S 1.17195 -0.39745 -7.46364  -0.69
S -1.48113 -0.63778 -4.71003  -0.54
S 0.96505 2.41665 -5.38480  -0.29
P -2.10411 -1.19320 0.27531  0.28
P 1.22929 1.88522 0.57423  1.50
O -1.09152 2.62291 -3.99777  -0.46
N 2.57755 -1.78731 0.20132  0.29
N 1.91998 -1.62305 -2.50647  0.15
N 0.00371 3.12205 -4.10547  0.13
N -1.66985 1.77814 0.56912  0.54
C -1.89352 -2.92740 -1.89365  -1.34
C 2.61530 -2.66405 -2.02617  0.32
C 0.11688 3.29305 0.15289  1.29
C -2.14289 4.04628 -0.29425  -0.37
C 2.71127 -1.96369 1.58674  -1.30
C 0.19885 1.87842 3.15928  -1.44
C -5.05539 1.92972 2.02886  -0.77
C 1.76389 -1.31744 2.37566  1.09
C 3.20478 -3.63305 -2.82913  -0.88
C -3.03541 -2.69386 2.66152  -1.73
C -1.29026 3.03868 0.21492  -1.81
C 3.97598 1.51433 0.32561  -1.43
C 0.57347 4.52896 -0.28764  -0.29
C -4.60565 -0.28777 1.29550  -0.05
C -2.95375 -2.19749 -1.05590  0.79
C 2.71918 2.31235 -1.69258  -1.25
C 3.74904 -2.67297 2.18666  -0.23
C 3.81213 -2.76709 3.56883  -0.56
C -3.32415 0.05024 0.87022  0.91
C -5.49247 0.62043 1.85238  -1.29
C 1.85090 -1.50554 -3.82313  0.33
C -3.80541 2.32118 1.61524  -1.02
C 2.03532 3.53753 2.77862  -1.62
C 1.48650 2.16727 2.39893  0.61
C -4.07091 -3.17117 -0.68977  -1.42
C -2.90183 1.42543 0.98239  -0.54
C 3.11859 -3.48991 -4.20956  -0.51
C 1.81475 -1.42083 3.75280  -0.82
C 2.84825 2.41442 -0.17141  0.30
C -1.86365 -2.29422 1.76752  0.96
C 2.83893 -2.15058 4.33654  -0.21
C 2.75297 -2.78332 -0.56496  -0.46
C -1.05361 -3.52661 1.36887  -1.51
C -0.28720 5.52707 -0.71298  -0.90
C 2.43719 -2.40537 -4.71581  -0.54
C -1.64823 5.25679 -0.73335  -0.88
H -1.21194 -1.66021 2.38064  -0.41
H 4.52307 -3.12768 1.58235  0.56
H 1.37259 4.33031 2.42415  0.22
H 1.91787 2.94681 -2.07443  0.22
H -5.70348 2.65961 2.50455  0.35
H -3.20533 3.85131 -0.36045  0.59
H -0.24815 0.92425 2.87851  -0.09
H -4.46049 -3.64201 -1.59795  0.47
H 1.64097 4.70794 -0.32375  0.16
H -1.58787 -3.85656 -1.40512  0.24
H 2.23015 1.40765 2.67596  0.26
H 2.12339 3.63573 3.86457  0.50
H 0.39002 1.88357 4.23725  0.48
H 1.26527 -0.68681 -4.22282  -0.02
H -3.48569 3.34097 1.77815  0.49
H 3.72293 -4.47111 -2.37996  0.42
H -3.37744 -1.41110 -1.69509  0.39
H 3.73980 0.46530 0.13670  0.05
H -0.55573 2.63549 2.94207  0.45
H -6.48196 0.31084 2.16119  0.39
H 4.90593 1.74572 -0.20132  0.48
H -0.99176 -2.33016 -2.04917  0.17
H 0.99845 -0.73766 1.87656  0.45
H -2.29144 -3.17960 -2.87791  0.52
H 3.02233 3.71632 2.34718  0.33
H -2.34229 5.99316 -1.12493  0.36
H 2.29959 -2.20885 -5.77190  0.17
H 0.09779 6.47068 -1.07709  0.39
H 4.16203 1.63506 1.39507  0.32
H -2.66855 -3.28927 3.50419  0.49
H -3.54656 -1.82244 3.06772  0.43
H -0.62380 -4.00617 2.25308  0.49
H 3.56962 -4.22207 -4.86764  0.40
H -0.23994 -3.27571 0.68751  0.11
H 3.10316 3.44693 0.09480  0.43
H -3.77229 -3.29820 2.13355  0.21
H -4.92252 -1.31858 1.20817  0.19
H -3.69529 -3.97446 -0.05360  0.14
H 2.99782 -3.78449 -0.18353  0.37
H -1.68534 -4.26319 0.86848  0.32
H 2.51876 1.28663 -2.01805  0.01
H 4.61939 -3.31090 4.03977  0.40
H 3.64304 2.63018 -2.18284  0.44
H -4.91036 -2.69879 -0.18437  0.33
H 1.07103 -0.92468 4.36117  0.53

**E_HOMO**: -2.1 eV
**Frontier orbital gap**: 5.349 eV
**ΔE to the lowest compared entry with this formula, charge and spin**: 1.028 eV
**Total charge**: -2
**Calculated total energy**: -185118.9760 eV